An isolated ion of composition C8H19NOP and charge +1. Source: OMol25; level of theory: ωB97M-V/def2-TZVPD.

Structure (XYZ):
```
30
Properties=species:S:1:pos:R:3:forces:R:3
H 2.564759 -1.471219 -1.473216 0.0 -2.9 0.6
H -2.018745 -1.819439 1.228803 -0.9 0.7 2.4
C -1.020941 1.799376 1.272344 -0.2 -0.7 -0.6
H -1.368001 1.339902 2.238196 0.6 0.0 -1.1
O 1.911000 1.686793 0.275797 0.7 2.9 -0.3
H 1.435410 -0.361614 -2.285325 0.7 -0.3 1.0
C 2.681777 -0.720637 1.414282 0.5 0.1 -0.8
H 2.881946 0.078503 2.207329 0.2 -1.4 -1.0
C -0.932960 0.929449 -0.000878 0.1 -2.4 2.6
H -0.461179 -1.599489 -1.155964 1.1 -0.9 1.2
C 0.105038 -0.215850 0.399164 0.0 0.3 -2.4
C -1.930744 -1.437804 0.266390 0.6 -0.5 -2.1
H 0.203405 1.956346 -1.304236 -0.1 1.2 -0.5
H 3.096892 -0.126360 -2.006674 2.2 1.9 -0.9
N -2.252085 0.051301 0.029196 0.1 -1.2 1.0
H -0.050490 -2.374216 0.518900 1.0 -1.7 0.4
H -2.603119 -2.126790 -0.281344 0.4 0.8 -0.4
H -2.869139 0.205898 0.845835 0.1 1.1 -1.1
H 3.590230 -1.227550 0.914705 -1.1 0.9 1.5
H 1.978052 -1.505903 1.818381 0.9 0.8 -0.5
H -2.643747 0.266672 -0.886328 -0.9 -0.6 0.3
H -0.972617 0.970155 -2.151974 -0.3 0.1 -0.5
H -1.629902 2.608450 1.056869 -1.9 1.6 -0.2
H -0.002640 -0.321830 1.425357 0.3 0.6 2.4
P 1.876085 0.261712 0.064848 -1.4 -3.7 1.2
C -0.433992 -1.573918 -0.015727 -2.1 2.6 -4.3
C -0.847314 1.686746 -1.354693 0.6 -2.1 2.7
H -0.095341 2.296930 1.351328 1.5 0.1 0.6
H -1.620251 2.417034 -1.222343 0.0 0.9 -0.9
C 2.269094 -0.493256 -1.529818 -2.9 1.7 -0.4
```
Forces are in eV/Å.

Properties
Total energy = -787.299328 a.u.
Largest force on an atom = 0.1063 Eh/bohr
E_HOMO = -0.4911 Eh
LUMO = -2.950 eV
Gap between HOMO and LUMO = 10.41 eV
SMILES = CC1(C)[NH2+]CC[C@H]1P(C)(C)=O
Charge = +1
Energy relative to the best compared isomer or geometry (same formula, charge and spin) = 108.1 kJ/mol